Below is a molecular structure, C46H56AsBrN4O5PSi3Zr in a non-equilibrium geometry, with properties calculated with wB97M-V/def2-TZVPD.

Structure (XYZ):
```
118
Properties=species:S:1:pos:R:3
Zr -0.635 0.431 0.123
O -5.724 -4.853 0.048
C -4.530 -4.878 0.353
O -3.813 -5.712 0.930
C -3.759 -3.598 0.024
C -2.400 -3.656 -0.274
C -1.669 -2.502 -0.410
N -2.200 -1.256 -0.229
C -3.538 -1.207 -0.026
C -4.327 -2.336 0.081
C -4.187 0.121 0.027
C -5.278 0.375 0.849
C -5.877 1.620 0.769
C -5.374 2.554 -0.125
C -4.268 2.211 -0.886
N -3.679 1.020 -0.810
C -0.206 -2.608 -0.628
C 0.392 -3.787 -1.057
C 1.767 -3.904 -0.971
C 2.510 -2.828 -0.505
C 1.857 -1.645 -0.229
N 0.525 -1.534 -0.298
H -1.942 -4.634 -0.286
H -5.398 -2.255 0.214
H -5.642 -0.383 1.531
H -6.730 1.858 1.390
H -5.822 3.531 -0.232
H -3.829 2.918 -1.580
H -0.211 -4.614 -1.398
H 2.250 -4.828 -1.253
H 3.582 -2.879 -0.392
H 2.390 -0.764 0.101
Br -2.560 -1.373 3.086
C -2.634 0.499 2.969
C -3.303 1.158 3.999
C -3.483 2.523 3.913
C -3.022 3.186 2.782
C -2.356 2.455 1.823
N -2.106 1.138 1.932
C -1.851 3.145 0.580
O -1.990 4.330 0.419
O -1.267 2.335 -0.280
H -3.681 0.585 4.831
H -3.996 3.054 4.702
H -3.162 4.244 2.619
C 2.181 4.036 -3.794
Si 1.033 3.623 -2.380
C -0.584 4.472 -2.727
C 1.805 4.195 -0.785
As 0.799 1.229 -2.175
Si 2.929 0.376 -2.855
C 3.761 1.289 -4.260
C 4.073 0.509 -1.364
C 2.642 -1.357 -3.521
Si -0.576 0.685 -4.097
C 0.149 1.355 -5.678
C -0.753 -1.172 -4.200
C -2.253 1.425 -3.807
H 2.020 5.099 -3.991
H 1.980 3.501 -4.719
H 3.231 3.908 -3.542
H -0.350 5.540 -2.758
H -1.349 4.315 -1.973
H -0.975 4.207 -3.709
H 2.289 5.161 -0.947
H 2.552 3.496 -0.408
H 1.050 4.321 -0.013
H 4.354 2.134 -3.923
H 3.110 1.631 -5.058
H 4.444 0.551 -4.690
H 4.736 1.363 -1.507
H 4.705 -0.377 -1.278
H 3.578 0.660 -0.404
H 2.601 -1.293 -4.610
H 1.729 -1.842 -3.189
H 3.484 -2.002 -3.268
H 1.202 1.132 -5.827
H 0.009 2.433 -5.758
H -0.400 0.889 -6.500
H 0.126 -1.676 -4.596
H -1.591 -1.385 -4.868
H -0.994 -1.620 -3.232
H -2.215 2.478 -3.539
H -2.782 0.906 -3.011
H -2.838 1.325 -4.725
C 1.013 3.114 2.575
C 0.636 1.707 2.196
O 0.974 1.437 0.982
H 2.083 3.257 2.387
H 0.785 3.326 3.617
H 0.492 3.835 1.940
C 0.428 -0.642 4.678
P 0.867 -1.230 2.995
C 0.837 -3.040 3.226
C 1.655 -3.714 4.134
C 1.530 -5.081 4.307
C 0.576 -5.795 3.588
C -0.252 -5.139 2.692
C -0.107 -3.770 2.511
C 2.650 -0.851 2.941
C 3.580 -1.736 2.398
C 4.915 -1.382 2.280
C 5.349 -0.136 2.708
C 4.441 0.743 3.281
C 3.106 0.385 3.400
H 1.266 -0.765 5.364
H -0.411 -1.234 5.041
H 0.138 0.407 4.640
H 2.399 -3.168 4.704
H 2.167 -5.594 5.015
H 0.472 -6.861 3.740
H -1.021 -5.679 2.153
H -0.775 -3.259 1.833
H 3.263 -2.725 2.093
H 5.624 -2.092 1.874
H 6.392 0.137 2.624
H 4.774 1.704 3.652
H 2.422 1.070 3.883
```

For the HOMO energy, the calculation gives -10.10 eV. Its charge is +1. Its HOMO-LUMO gap is 0.2243 Eh. The calculation puts the largest force on an atom at 1.574 eV/A.